(1)
A structure of composition C35H56Br5GeNO2PS4Si3Ti, computed with ωB97M-V/def2-TZVPD.

## Properties
2S+1: 2
E_tot: -20171.8565 Eh
total charge: -2
relative energy (zero: lowest compared OMol25 entry of this formula, charge and spin): 21.17 kcal/mol
F_max: 1.02 eV Å⁻¹
LUMO energy (spin up / spin down): 3.81 / 3.81 eV

Geometry as XYZ:
```
109
Properties=species:S:1:pos:R:3:forces:R:3:lowdin_spin:R:1
Ti -1.878909 -0.053373 -0.192212 -0.388 0.253 0.258 0.01
C 0.812499 -3.382205 -3.944731 -0.013 0.079 -0.012 0.00
C -0.175270 -2.414267 -3.352898 -0.151 -0.034 -0.152 0.00
C -1.225306 -1.844597 -4.104518 0.308 -0.177 -0.057 0.00
C -2.112051 -0.967143 -3.535070 -0.273 0.114 0.135 0.00
C -1.969854 -0.658144 -2.175652 0.075 -0.153 -0.118 0.00
Br -4.017737 1.348338 -0.610994 -0.163 -0.271 -0.060 0.00
N -0.988276 -1.228434 -1.499341 0.532 0.083 -0.872 0.00
C -0.091237 -2.068005 -2.029112 0.209 -0.092 0.110 0.00
H 0.524334 -3.663471 -4.958191 0.002 -0.016 0.009 0.00
H 0.874859 -4.286443 -3.336102 0.002 0.004 -0.015 0.00
H 1.812547 -2.943267 -3.984459 -0.008 -0.005 -0.005 0.00
H -1.322196 -2.108859 -5.153602 0.041 -0.004 0.009 0.00
H -2.909812 -0.522576 -4.116885 -0.009 -0.007 0.024 0.00
H 0.674985 -2.462599 -1.373208 -0.017 0.080 0.001 0.00
S 1.508271 -1.112918 0.891345 0.150 -0.135 0.115 0.24
S 3.162167 -2.112172 1.278813 -0.002 -0.040 -0.121 0.20
S 2.793750 0.196978 3.596597 -0.038 0.056 0.061 0.25
S 1.230339 0.303623 2.420650 0.082 0.065 0.092 0.27
Br -1.492987 6.452102 1.651601 0.000 -0.055 0.002 0.00
C -1.672872 4.567490 1.721756 0.001 -0.029 0.013 0.00
C -2.227218 3.951783 2.831817 0.020 -0.097 -0.067 0.00
Br -2.796530 4.973934 4.318537 0.003 -0.001 -0.024 0.00
C -2.381013 2.560453 2.842516 -0.074 0.090 0.128 0.00
Br -3.306248 1.687558 4.233154 -0.037 0.051 -0.022 0.00
C -1.934933 1.780660 1.785284 0.080 0.063 -0.177 0.00
O -2.103317 0.478903 1.684724 0.093 0.553 0.358 0.00
C -1.295376 2.405203 0.674248 0.054 -0.224 0.285 0.00
O -0.877596 1.570816 -0.296597 -0.146 0.114 0.664 0.00
C -1.240399 3.784499 0.643019 0.222 0.108 -0.314 0.00
Br -0.651870 4.585188 -0.961540 0.141 -0.048 -0.083 0.00
C 0.443778 -3.364943 3.655756 0.219 -0.080 -0.051 0.00
Si -1.315791 -2.751464 3.506630 0.150 0.063 0.048 0.00
C -2.423681 -4.076797 4.263107 -0.168 -0.144 -0.035 0.00
C -1.507600 -1.289425 4.639142 0.010 0.255 0.085 0.00
Ge -1.718343 -2.333859 1.202500 -0.899 0.217 -0.321 0.00
Si -4.177934 -2.312118 0.964987 0.068 -0.787 0.166 0.00
C -5.054902 -1.079888 2.057730 -0.044 0.296 0.083 0.00
C -4.789419 -2.250578 -0.817945 -0.034 0.192 -0.186 0.00
C -4.924825 -3.971591 1.520337 0.040 -0.135 0.056 0.00
Si -1.281139 -4.464635 0.197612 -0.058 -0.244 -0.005 0.00
C -1.898863 -5.940368 1.211384 -0.041 -0.048 0.177 0.00
C 0.537213 -4.917658 -0.063061 0.183 0.190 -0.096 0.00
C -2.173469 -4.723887 -1.454881 -0.039 0.140 -0.169 0.00
H 0.573360 -3.927303 4.587311 0.015 0.029 -0.006 0.00
H 1.146453 -2.524926 3.662159 -0.015 -0.057 -0.021 0.00
H 0.735458 -4.009708 2.822096 0.020 0.001 0.052 0.00
H -2.088337 -4.260828 5.290502 0.001 0.025 -0.032 0.00
H -2.388658 -5.021089 3.718920 -0.014 -0.007 0.037 0.00
H -3.465422 -3.748469 4.302597 0.029 0.004 0.035 0.00
H -1.016731 -1.501729 5.595534 -0.032 -0.027 -0.017 0.00
H -2.558801 -1.064122 4.827248 0.027 -0.007 0.001 0.00
H -1.047289 -0.396855 4.213923 -0.005 -0.021 0.033 0.00
H -4.810547 -0.047184 1.812830 0.017 -0.006 0.019 0.00
H -4.768678 -1.251779 3.100077 -0.033 -0.005 -0.013 0.00
H -6.139337 -1.209601 1.965104 0.031 -0.024 0.017 0.00
H -4.696655 -1.268156 -1.280239 -0.014 -0.001 0.007 0.00
H -5.847238 -2.539052 -0.839728 0.026 0.009 0.021 0.00
H -4.229984 -2.964499 -1.425897 -0.055 -0.017 0.009 0.00
H -4.587429 -4.262207 2.516665 -0.045 -0.027 -0.018 0.00
H -4.659022 -4.778154 0.830920 -0.049 0.036 0.006 0.00
H -6.018906 -3.889679 1.539649 0.046 0.018 -0.027 0.00
H -1.233524 -6.144844 2.055208 -0.018 0.004 -0.030 0.00
H -1.920684 -6.831300 0.572379 0.046 0.024 0.018 0.00
H -2.902339 -5.782287 1.606911 0.019 -0.051 -0.028 0.00
H 0.931571 -5.386068 0.842162 0.001 0.005 -0.021 0.00
H 1.196812 -4.072931 -0.273851 0.015 -0.073 0.062 0.00
H 0.627328 -5.637123 -0.885194 -0.007 -0.031 0.044 0.00
H -3.208526 -5.025021 -1.268014 0.033 0.003 -0.006 0.00
H -1.685170 -5.522290 -2.025836 -0.021 -0.006 0.053 0.00
H -2.201885 -3.832766 -2.084943 -0.006 -0.026 -0.006 0.00
C 1.791928 0.528887 -4.159545 -0.030 -0.033 -0.044 0.00
C 2.659227 1.614075 -3.512713 -0.023 -0.017 0.121 0.00
C 1.767959 2.831499 -3.275137 -0.039 0.058 -0.025 0.00
C 3.797938 1.955451 -4.471427 -0.054 0.056 -0.018 0.00
P 3.076349 0.895161 -1.809057 0.262 -0.196 -0.402 0.01
C 4.327581 -0.375514 -2.323078 -0.009 -0.032 0.024 0.00
C 5.608668 -0.141163 -2.833264 -0.005 0.012 0.032 0.00
C 6.449288 -1.186808 -3.184340 -0.028 -0.022 0.023 0.00
C 6.030775 -2.504062 -3.027173 -0.013 0.035 0.010 0.00
C 4.768279 -2.760882 -2.518162 -0.035 0.080 -0.020 0.00
C 3.931151 -1.703701 -2.173259 -0.024 -0.025 -0.057 0.00
C 4.059398 2.139389 -0.796966 -0.070 0.052 0.103 0.00
C 4.901831 1.311265 0.182793 -0.046 -0.068 0.009 0.00
C 3.001101 2.900637 0.021929 -0.001 -0.024 0.010 0.00
C 4.946863 3.161503 -1.505768 0.033 -0.024 0.041 0.00
H 1.430209 0.872683 -5.136160 0.034 -0.008 0.011 0.00
H 0.923739 0.311980 -3.536841 -0.057 -0.031 0.014 0.00
H 2.350093 -0.400206 -4.307199 -0.002 0.016 -0.015 0.00
H 1.321574 3.159057 -4.222027 0.025 -0.003 0.018 0.00
H 2.320066 3.673322 -2.853981 -0.012 0.009 -0.022 0.00
H 0.955735 2.585993 -2.589011 -0.031 0.032 0.035 0.00
H 3.371346 2.356873 -5.399647 0.012 -0.002 0.019 0.00
H 4.379123 1.070774 -4.732590 -0.004 0.003 -0.003 0.00
H 4.474083 2.707824 -4.067026 0.011 -0.003 -0.008 0.00
H 5.962699 0.872913 -2.958367 -0.002 0.004 0.001 0.00
H 7.436942 -0.974636 -3.577398 0.006 0.005 0.010 0.00
H 6.693464 -3.320985 -3.288201 -0.007 0.002 -0.003 0.00
H 4.435240 -3.780100 -2.362855 -0.010 0.011 0.000 0.00
H 2.953887 -1.909073 -1.753852 0.044 -0.015 0.070 0.00
H 4.321275 0.506748 0.645460 0.005 0.038 0.015 0.00
H 5.256374 1.960827 0.989018 0.007 0.000 -0.016 0.00
H 5.765888 0.856568 -0.305875 -0.003 0.013 0.000 0.00
H 2.290144 2.216093 0.488958 0.029 0.000 0.026 0.00
H 2.435432 3.598025 -0.596334 -0.057 0.032 -0.014 0.00
H 3.492432 3.468351 0.819228 -0.002 0.017 -0.044 0.00
H 5.748936 2.698699 -2.082359 -0.001 0.006 0.006 0.00
H 5.416459 3.797406 -0.746142 -0.003 0.002 -0.017 0.00
H 4.374133 3.812056 -2.167672 0.008 0.008 0.000 0.00
```
Forces are in eV/Å.

***

(2)
A cluster of 7 separate species, C35H56FNO14 in total, computed with ωB97M-V/def2-TZVPD.

## Properties
E_tot: -2575.3131 Eh
total charge: 0
F_max: 0.93 eV Å⁻¹
LUMO energy: 0.37 eV

Geometry as XYZ:
```
107
Properties=species:S:1:pos:R:3:forces:R:3:lowdin_charge:R:1
C -4.134658 2.009538 -4.286813 0.146 -0.130 -0.353 -0.01
C -2.865307 2.853006 -4.298348 -0.207 -0.070 0.473 -0.30
F -2.573992 3.235554 -5.613833 0.052 -0.027 0.156 -0.02
C -1.598385 2.211134 -3.700793 -0.354 0.260 -0.491 -0.20
O -0.770531 3.283764 -3.188285 -0.020 -0.003 -0.133 0.06
C -1.071789 3.482779 -1.884453 -0.095 -0.093 0.010 -0.49
O -0.640064 4.407252 -1.261237 0.087 0.152 0.072 0.12
C -1.965070 2.367081 -1.403485 -0.237 -0.227 0.333 -0.04
C -1.824997 1.295227 -2.495706 0.643 0.279 0.560 -0.23
C -0.582254 0.406071 -2.214153 -0.018 -0.013 -0.930 -0.15
C -0.881567 -1.090975 -2.318871 -0.436 0.114 -0.218 -0.19
C -1.952261 -1.602698 -1.336288 0.177 -0.301 0.248 -0.21
C -1.971460 -0.891268 0.016388 -0.487 0.146 -0.073 -0.21
C -2.721551 -1.627940 1.132672 0.278 -0.391 0.011 -0.27
N -2.339150 -3.032713 1.347946 -0.113 0.120 0.035 0.00
H -4.756244 2.246237 -3.422855 0.076 -0.045 0.011 0.09
H -3.935513 0.936996 -4.289129 0.017 0.043 -0.071 0.08
H -4.700011 2.239261 -5.191715 -0.038 0.067 0.126 0.09
H -3.059987 3.773433 -3.735479 0.021 0.033 -0.220 0.14
H -1.044766 1.778037 -4.536006 0.002 -0.235 0.188 0.17
H -1.610280 2.078485 -0.414031 -0.056 -0.211 -0.085 0.12
H -2.999206 2.697687 -1.258784 0.110 0.241 -0.188 0.13
H -2.709692 0.676086 -2.613086 -0.024 0.045 0.079 0.12
H -0.113083 0.672323 -1.266204 -0.152 -0.108 0.077 0.11
H 0.163707 0.639376 -2.984886 0.054 -0.017 0.166 0.12
H 0.039440 -1.661608 -2.213726 -0.152 0.199 0.104 0.08
H -1.245940 -1.296661 -3.335423 0.094 0.085 0.014 0.11
H -1.765048 -2.664706 -1.157855 0.031 0.070 -0.126 0.09
H -2.955253 -1.557350 -1.780873 0.066 0.146 0.017 0.11
H -2.508007 0.057132 -0.105471 0.259 0.097 0.112 0.09
H -0.961045 -0.649588 0.361511 0.045 -0.149 -0.084 0.11
H -2.569890 -1.083394 2.068180 -0.150 -0.080 -0.197 0.08
H -3.796780 -1.619485 0.927099 0.058 0.078 0.071 0.12
H -2.823446 -3.635474 0.695900 0.103 -0.012 -0.037 0.06
H -1.346541 -3.175820 1.198099 0.002 0.015 -0.018 0.04
O -3.698282 0.187790 3.650197 -0.094 0.160 -0.005 0.12
C -3.684858 1.336851 3.322685 0.147 -0.036 0.198 -0.46
C -3.860605 2.567349 4.191740 -0.168 0.154 -0.558 -0.07
C -4.137862 3.663906 3.163120 -0.004 -0.020 0.119 -0.15
C -3.395585 3.148627 1.937602 0.008 0.088 0.020 -0.16
O -3.465754 1.715662 2.030532 -0.034 0.010 -0.043 0.00
H -2.932027 2.738468 4.737594 -0.025 -0.052 0.087 0.14
H -4.670420 2.426230 4.894198 0.102 -0.132 0.189 0.09
H -3.813247 4.657070 3.467456 0.054 -0.014 -0.017 0.12
H -5.208285 3.707643 2.954955 0.004 0.015 -0.018 0.12
H -2.343431 3.444185 1.934731 -0.003 0.011 0.006 0.13
H -3.848676 3.458943 0.998549 0.007 -0.079 -0.031 0.12
O 0.656650 -2.933421 -0.689553 0.267 -0.307 0.287 0.11
C 1.482043 -3.448263 0.012020 -0.019 0.178 0.001 -0.46
C 2.951782 -3.104447 0.137672 0.115 -0.320 0.020 -0.06
C 3.519351 -4.323987 0.857967 -0.006 0.018 -0.014 -0.15
C 2.315975 -4.799306 1.663519 0.127 -0.002 0.057 -0.14
O 1.169894 -4.443391 0.867426 -0.019 -0.053 0.042 0.03
H 3.037050 -2.192652 0.732599 -0.022 0.046 -0.048 0.13
H 3.387875 -2.943255 -0.844415 -0.063 0.111 -0.015 0.12
H 4.390429 -4.115904 1.476505 -0.042 0.031 0.045 0.12
H 3.796810 -5.076639 0.123862 -0.008 -0.018 0.011 0.09
H 2.230026 -4.294726 2.628500 -0.014 0.023 -0.010 0.13
H 2.302031 -5.873688 1.827247 -0.100 -0.009 -0.050 0.13
O -5.417993 8.163659 -2.796231 -0.024 -0.068 -0.005 0.12
C -4.303701 7.832212 -3.075603 -0.008 0.194 0.030 -0.49
C -3.360105 8.475936 -4.076095 0.133 -0.332 -0.114 -0.07
C -2.296754 7.397752 -4.278941 -0.087 0.086 -0.026 -0.14
C -2.323257 6.677622 -2.936807 0.083 0.079 -0.118 -0.15
O -3.687288 6.783220 -2.482450 0.015 -0.086 -0.008 0.02
H -2.950988 9.381299 -3.624862 -0.041 0.040 -0.011 0.13
H -3.894976 8.734399 -4.985515 -0.062 0.144 0.069 0.12
H -1.311132 7.779399 -4.535713 0.010 0.012 0.058 0.12
H -2.610812 6.715317 -5.070490 0.025 -0.021 0.007 0.12
H -1.673929 7.146261 -2.196094 -0.002 -0.009 0.017 0.13
H -2.059480 5.629807 -3.011042 -0.025 -0.017 0.062 0.09
O 3.670068 -5.562781 -2.466531 -0.008 -0.019 0.065 0.13
C 4.860751 -5.625292 -2.560478 -0.107 0.121 -0.146 -0.48
C 5.692915 -5.968788 -3.780642 0.255 -0.205 0.210 -0.07
C 7.064586 -6.267887 -3.176074 -0.115 -0.004 -0.096 -0.14
C 7.053326 -5.394407 -1.927750 0.242 -0.046 -0.121 -0.14
O 5.676486 -5.348068 -1.515187 0.122 0.008 0.053 0.01
H 5.710225 -5.097491 -4.437420 -0.057 -0.006 -0.030 0.13
H 5.257240 -6.811693 -4.309104 -0.111 0.096 -0.076 0.13
H 7.902766 -6.055573 -3.836247 -0.007 0.057 0.010 0.12
H 7.119974 -7.317644 -2.886532 0.032 0.007 0.027 0.12
H 7.385130 -4.373284 -2.133389 -0.044 0.009 -0.033 0.13
H 7.657250 -5.811369 -1.127589 -0.178 -0.007 0.147 0.10
O -4.839894 2.865727 7.148344 -0.071 0.000 0.133 0.12
C -5.894389 3.404630 7.311267 0.161 0.123 0.002 -0.48
C -6.286686 4.397250 8.388947 -0.347 -0.154 0.037 -0.07
C -7.812306 4.398449 8.304959 0.085 0.011 0.045 -0.15
C -8.043818 4.052802 6.838481 -0.082 0.059 0.045 -0.15
O -6.940729 3.205294 6.473733 -0.051 -0.007 -0.020 0.02
H -5.857630 5.367091 8.132162 0.056 -0.006 0.022 0.13
H -5.905396 4.076618 9.353972 0.149 0.063 -0.030 0.13
H -8.277349 5.336745 8.599191 0.017 0.024 -0.052 0.11
H -8.215822 3.607864 8.938602 -0.019 0.000 -0.009 0.12
H -8.024795 4.935879 6.196240 0.013 0.013 0.011 0.13
H -8.968792 3.509767 6.662795 0.049 -0.068 -0.054 0.12
O 8.754825 -7.417595 0.458516 -0.010 0.042 -0.243 0.12
C 9.814343 -6.887749 0.291829 -0.029 -0.123 0.437 -0.50
C 10.560098 -5.999562 1.270218 0.195 0.251 -0.350 -0.07
C 11.601585 -5.322493 0.379562 -0.067 -0.015 0.076 -0.15
C 11.811282 -6.371080 -0.706847 0.102 0.069 0.022 -0.15
O 10.541732 -7.037198 -0.839186 -0.033 0.051 -0.084 0.02
H 11.015818 -6.636290 2.029741 -0.051 -0.003 0.045 0.13
H 9.877720 -5.299188 1.742676 -0.062 -0.130 0.122 0.13
H 12.521531 -5.049351 0.891506 0.020 -0.059 -0.006 0.12
H 11.178207 -4.417654 -0.058784 0.019 0.006 -0.009 0.12
H 12.559441 -7.115183 -0.426960 -0.007 -0.004 0.021 0.13
H 12.080450 -5.947205 -1.670891 -0.070 -0.059 -0.046 0.12
```
Forces are in eV/Å.

***

The lowest total charge belongs to which entry? C35H56Br5GeNO2PS4Si3Ti

***

Among the records above, which one has the highest E_tot? C35H56FNO14

***

Among the records above, which one has the lowest total charge? C35H56Br5GeNO2PS4Si3Ti